1.
# C26H70NO12P

A cluster of 7 separate species, C26H70NO12P in total (ωB97M-V with the def2-TZVPD basis set, the OMol25 dataset).

Last column: Löwdin charge in e.
Geometry (Å):
1 P 1.397 2.770 1.805  0.6724
2 O 6.002 -4.032 -6.148  -0.1887
3 O 1.239 -3.562 1.443  -0.1982
4 O -6.498 0.973 -5.188  -0.1880
5 O -5.639 4.715 1.609  -0.1938
6 O -8.048 3.139 0.969  -0.1909
7 O 5.572 -3.718 4.788  -0.1885
8 O 3.720 -4.832 0.420  -0.2031
9 O 7.526 -5.902 4.435  -0.1872
10 O -0.923 5.188 1.182  -0.2278
11 O 4.169 -4.569 -3.908  -0.2004
12 O -0.898 7.497 -0.634  -0.1876
13 O -7.411 2.966 -3.226  -0.2060
14 N 0.270 -0.294 1.335  -0.0026
15 C 2.070 -3.037 0.419  -0.2124
16 C -6.932 1.673 -2.898  -0.2038
17 C -1.278 5.136 -0.187  -0.2099
18 C -5.927 1.161 -3.906  -0.2067
19 C 0.878 1.383 3.033  -0.4220
20 C 5.507 -5.192 -6.788  -0.1111
21 C 7.320 -6.259 5.788  -0.1124
22 C 5.907 -4.312 3.547  -0.1995
23 C -7.612 4.276 0.244  -0.1997
24 C -8.684 2.964 -3.846  -0.1079
25 C 6.329 -5.758 3.692  -0.2094
26 C -5.116 3.578 2.266  -0.1200
27 C -0.220 0.493 2.475  -0.3770
28 C 3.235 -6.089 0.853  -0.1044
29 C -6.242 2.032 -6.090  -0.1111
30 C 0.038 8.115 0.228  -0.1101
31 C -6.111 4.451 0.298  -0.2017
32 C 2.794 -4.104 -0.373  -0.1936
33 C 4.703 -3.297 -4.226  -0.2126
34 C 1.881 -3.599 2.706  -0.0965
35 C -0.547 6.177 -1.006  -0.2057
36 C 4.992 -3.146 -5.704  -0.2081
37 C 6.602 -2.918 5.336  -0.1115
38 C 5.124 -5.473 -3.382  -0.1061
39 C -8.549 3.439 2.257  -0.1128
40 C -1.866 5.858 1.997  -0.0924
41 H 1.972 -2.595 3.136  0.0887
42 H 5.616 -3.111 -3.650  0.1283
43 H -7.876 4.100 2.809  0.0833
44 H -1.063 1.111 2.141  0.0881
45 H -6.448 1.737 -1.918  0.1191
46 H 3.920 -6.454 1.618  0.0790
47 H 3.962 -2.544 -3.937  0.1237
48 H -2.179 6.808 1.559  0.0896
49 H 6.701 -1.975 4.787  0.0888
50 H 1.232 3.764 2.805  -0.0323
51 H -5.622 3.559 -0.109  0.1197
52 H -2.757 5.242 2.160  0.0690
53 H -8.845 3.961 -4.253  0.0899
54 H -8.646 2.497 2.794  0.0890
55 H 3.215 -6.808 0.027  0.0898
56 H 0.534 6.025 -0.908  0.1228
57 H 2.799 -2.343 0.851  0.1304
58 H 5.340 -2.126 -5.892  0.1256
59 H 5.365 -5.222 -2.343  0.0847
60 H 6.507 -6.170 2.695  0.1254
61 H 5.124 -4.956 -7.787  0.0884
62 H -4.986 3.841 3.315  0.0924
63 H -1.391 6.049 2.959  0.0912
64 H 2.679 2.196 1.607  -0.0359
65 H -8.736 2.232 -4.655  0.0848
66 H 0.947 8.395 -0.316  0.0885
67 H 6.327 -2.698 6.366  0.0890
68 H -6.895 1.888 -6.949  0.0894
69 H 2.232 -6.011 1.279  0.0874
70 H 7.012 -7.306 5.876  0.0881
71 H -5.552 0.192 -3.565  0.1261
72 H 4.712 -5.666 -6.207  0.0828
73 H 1.276 -4.214 3.371  0.0948
74 H 1.754 0.763 3.256  0.0565
75 H 5.520 -6.332 4.159  0.1262
76 H -0.813 6.047 -2.059  0.1257
77 H 6.699 -3.743 3.049  0.1315
78 H -6.448 3.005 -5.640  0.0827
79 H -9.473 2.748 -3.117  0.0895
80 H 6.043 -5.478 -3.972  0.0850
81 H -5.834 5.302 -0.331  0.1288
82 H -5.077 1.851 -3.964  0.1266
83 H -7.902 4.132 -0.802  0.1145
84 H -0.619 -0.158 3.261  0.0984
85 H 6.340 -5.886 -6.887  0.0894
86 H 2.074 -4.785 -0.839  0.1321
87 H 0.393 -1.271 1.569  0.0357
88 H 2.879 -4.029 2.622  0.0601
89 H -4.140 3.301 1.849  0.0796
90 H 0.554 1.848 3.972  0.0571
91 H 5.020 -4.275 2.908  0.0992
92 H -7.765 0.968 -2.812  0.1299
93 H 1.756 3.838 0.860  -0.1086
94 H -0.430 9.017 0.618  0.0890
95 H 8.270 -6.129 6.304  0.0892
96 H -1.005 4.144 -0.563  0.1160
97 H 0.306 2.433 0.953  -0.0362
98 H 0.311 7.462 1.061  0.0830
99 H 6.565 -5.627 6.262  0.0832
100 H -5.201 2.012 -6.433  0.0884
101 H 3.362 -3.621 -1.174  0.1184
102 H 4.679 -6.467 -3.407  0.0904
103 H 4.070 -3.299 -6.277  0.1267
104 H 1.429 -2.464 -0.256  0.1203
105 H -2.361 5.258 -0.306  0.1245
106 H -8.106 5.180 0.616  0.1284
107 H -5.786 2.717 2.196  0.0849
108 H 7.564 -3.437 5.324  0.0838
109 H -9.536 3.912 2.194  0.0885
110 H -0.334 -0.230 0.529  0.0605

Summary:
- Net charge: 0
- Frontier orbital gap: 8.27 eV
- E_HOMO: -7.73 eV

2.
# C35H48B2N8O3RhTe

A structure of composition C35H48B2N8O3RhTe (ωB97M-V with the def2-TZVPD basis set, the OMol25 dataset).

Last column: Löwdin charge in e.
Geometry (Å):
1 Te -2.201 -2.078 -1.420  0.7536
2 Rh -1.067 -0.150 0.094  0.5878
3 O 1.006 -1.946 -1.574  0.0369
4 O -4.625 -4.282 3.797  0.0494
5 O 0.047 -0.283 -2.853  0.0523
6 N -1.520 -1.357 1.862  -0.0337
7 N -5.527 -2.729 2.397  -0.0590
8 N 0.057 2.354 -1.098  0.0572
9 N 1.771 1.248 0.474  0.0416
10 N -0.058 2.703 1.402  0.0293
11 N -0.992 1.783 1.721  0.0777
12 N -1.072 1.583 -1.155  -0.0016
13 N 1.180 0.052 0.674  0.0611
14 C -1.172 3.514 3.125  0.0000
15 C 1.380 -0.292 -3.046  -0.2209
16 C -5.968 -0.991 0.660  -0.0685
17 C 4.133 -0.691 -3.089  -0.1849
18 C -1.042 -2.087 4.098  -0.0422
19 C 1.855 -2.264 1.195  -0.0404
20 C -3.166 -2.551 3.115  -0.1002
21 C 6.377 -0.029 -4.080  -0.0795
22 C -6.697 -4.418 1.024  -0.0680
23 C -1.715 1.907 -2.266  -0.3407
24 C 2.138 -0.814 0.982  -0.3450
25 C -2.805 1.468 3.320  -0.0354
26 C -1.001 2.893 -2.957  0.0103
27 C -5.706 -1.304 2.122  -0.2126
28 C -2.988 1.252 -2.670  -0.0701
29 C 3.374 -0.151 1.027  0.0035
30 C 1.237 4.090 -2.437  -0.0287
31 C 3.098 1.155 0.681  -0.2768
32 C 6.183 -0.568 -1.670  -0.0490
33 C -0.147 3.762 2.232  -0.2866
34 C 3.321 -1.514 -2.284  0.0499
35 C -4.513 -3.247 3.147  -0.3952
36 C 0.744 4.954 2.127  -0.0343
37 C 0.116 3.142 -2.187  -0.2885
38 C -2.301 -2.662 4.200  -0.0022
39 C 1.964 -1.299 -2.277  -0.2089
40 C 2.150 0.524 -3.839  0.0095
41 C 5.647 -0.908 -3.066  -0.5607
42 C 3.536 0.309 -3.845  -0.0477
43 C 5.976 -2.372 -3.384  -0.0562
44 C -6.731 -3.554 2.274  -0.2104
45 C 4.027 2.308 0.517  -0.0292
46 C -0.704 -1.432 2.923  -0.1278
47 C -1.667 2.252 2.756  -0.3458
48 C -2.722 -1.927 1.951  -0.1441
49 B -0.230 -1.231 -1.800  -1.1278
50 B 0.892 2.477 0.199  -0.5031
51 H 0.236 -0.909 2.813  0.0983
52 H -6.056 0.089 0.530  0.0790
53 H 7.059 -2.517 -3.427  0.0774
54 H 0.630 5.459 1.167  0.0760
55 H 5.993 0.479 -1.432  0.0802
56 H 3.744 -2.292 -1.662  0.1158
57 H -4.835 -0.763 2.485  0.0918
58 H -6.899 -1.444 0.317  0.0665
59 H -2.796 0.454 -3.389  0.0596
60 H 2.526 -2.879 0.593  0.0762
61 H 1.609 3.431 0.106  0.1060
62 H 4.343 -0.573 1.230  0.0995
63 H -5.839 -5.088 1.060  0.0801
64 H 0.842 -2.498 0.873  0.0650
65 H 4.143 0.945 -4.474  0.0885
66 H 3.802 3.122 1.207  0.0693
67 H -3.411 2.086 3.986  0.0734
68 H 3.978 2.713 -0.496  0.0764
69 H 2.193 3.563 -2.461  0.0752
70 H 0.501 5.662 2.918  0.0731
71 H 7.449 -0.238 -4.041  0.0785
72 H -2.615 -3.190 5.089  0.1174
73 H -1.256 3.355 -3.895  0.1030
74 H -6.611 -3.818 0.119  0.0655
75 H 1.093 4.576 -3.402  0.0763
76 H -0.334 -2.139 4.913  0.1040
77 H 6.033 -0.214 -5.100  0.0851
78 H 1.986 -2.548 2.241  0.0734
79 H -6.552 -0.966 2.736  0.1202
80 H -3.463 0.780 -1.812  0.0265
81 H 5.696 -1.170 -0.904  0.0687
82 H -7.592 -2.881 2.276  0.1142
83 H 6.238 1.032 -3.865  0.0793
84 H 1.698 1.308 -4.431  0.1126
85 H -3.442 1.108 2.513  0.0615
86 H 1.795 4.680 2.225  0.0707
87 H 7.261 -0.747 -1.618  0.0804
88 H 5.550 -2.668 -4.344  0.0892
89 H 5.581 -3.046 -2.625  0.0727
90 H -5.164 -1.335 0.008  0.0429
91 H -6.800 -4.186 3.160  0.1098
92 H -2.463 0.601 3.887  0.0617
93 H -1.512 4.157 3.918  0.0949
94 H 5.050 1.978 0.700  0.0716
95 H -3.304 -1.883 1.046  -0.0127
96 H 1.303 4.862 -1.670  0.0697
97 H -3.664 1.982 -3.117  0.0709
98 H -7.599 -5.029 0.952  0.0705

Summary:
- Net charge: -1
- Energy relative to the best compared isomer or geometry (same formula, charge and spin): 3.47 kcal/mol
- Frontier orbital gap (spin up / spin down): 5.72 / 5.74 eV
- E_HOMO (spin up / spin down): -3.23 / -3.25 eV

3.
# CH3IO3

The molecule CH3IO3 (ωB97M-V with the def2-TZVPD basis set, the OMol25 dataset).

Last column: Löwdin charge in e.
Geometry (Å):
1 I 1.780 -2.645 0.252  0.6938
2 O -0.316 -0.708 -0.531  -0.2100
3 O 0.695 0.000 -1.297  -0.1436
4 O 0.457 1.373 -1.164  -0.0066
5 C 0.144 -1.220 0.663  -0.5902
6 H -0.795 -1.918 1.014  0.1350
7 H -0.222 1.591 -1.854  0.1244
8 H 0.459 -0.611 1.394  -0.0029

Summary:
- Net charge: 0
- Energy relative to the best compared isomer or geometry (same formula, charge and spin): 150.38 kcal/mol
- Frontier orbital gap: 9.86 eV
- E_HOMO: -9.50 eV

4.
# C4H8O2

The molecule C4H8O2 (ωB97M-V with the def2-TZVPD basis set, the OMol25 dataset).

Last column: Löwdin charge in e.
Geometry (Å):
1 O -0.160 0.905 0.921  -0.1478
2 O 2.252 -0.222 0.152  -0.0483
3 C -0.020 1.406 -0.405  -0.1757
4 C -0.091 -0.020 -0.437  -0.1639
5 C -1.592 -0.436 0.390  -0.0152
6 C 1.123 -0.860 -0.370  -0.2492
7 H 0.980 1.818 -0.537  0.1243
8 H 1.373 -1.132 -1.404  0.1348
9 H 1.911 0.203 0.964  0.0968
10 H -1.816 -0.668 1.437  0.0768
11 H -1.645 -1.397 -0.139  0.0464
12 H 0.937 -1.809 0.159  0.1323
13 H -2.425 0.161 0.018  0.0690
14 H -0.825 2.049 -0.750  0.1197

Summary:
- Net charge: 0
- Energy relative to the best compared isomer or geometry (same formula, charge and spin): 121.47 kcal/mol
- Frontier orbital gap: 10.06 eV
- E_HOMO: -9.12 eV

5.
# C6H7NOS2

The molecule C6H7NOS2 (ωB97M-V with the def2-TZVPD basis set, the OMol25 dataset).

Last column: Löwdin charge in e.
Geometry (Å):
1 S -0.794 -1.601 -3.282  0.7399
2 S 0.905 -2.065 -0.541  1.0310
3 O 2.655 0.158 -0.858  0.0692
4 N 0.197 0.170 -1.451  -0.1171
5 C -0.698 0.754 2.128  -0.0648
6 C 1.406 -0.273 -0.607  -0.5833
7 C -0.104 -1.071 -1.963  -1.0027
8 C -0.868 0.622 -0.491  -0.1238
9 C 0.792 -0.839 0.839  -0.2268
10 C -0.583 -0.079 0.820  -0.4173
11 H -1.339 -0.878 0.939  0.1265
12 H -0.699 1.700 -0.251  0.1298
13 H -1.880 0.445 -0.962  0.1427
14 H -0.089 0.292 2.898  0.0722
15 H -1.650 0.932 2.522  0.0567
16 H -0.118 1.629 2.040  0.0595
17 H 2.866 0.104 -1.781  0.1082

Summary:
- Net charge: 0
- Energy relative to the best compared isomer or geometry (same formula, charge and spin): 97.24 kcal/mol
- Frontier orbital gap: 7.98 eV
- E_HOMO: -8.34 eV

6.
# C2H14BrO5

A cluster of 6 separate species, C2H14BrO5 in total (ωB97M-V with the def2-TZVPD basis set, the OMol25 dataset).

Last column: Löwdin charge in e.
Geometry (Å):
1 Br -1.388 0.628 -0.122  0.1177
2 O -3.389 -1.905 0.843  -0.1305
3 O 0.948 -0.790 1.846  -0.1437
4 O -2.754 3.546 -0.890  -0.1338
5 O -1.547 0.812 -3.625  -0.1088
6 O 1.335 2.687 -0.587  -0.1100
7 C 1.957 -1.255 0.935  -0.3372
8 C 2.939 -2.085 1.719  -0.1056
9 H -2.350 2.731 -0.536  -0.1347
10 H -1.703 -0.059 -3.999  0.0155
11 H -2.632 -2.495 0.895  0.0129
12 H -3.103 3.265 -1.741  0.0127
13 H 1.773 2.494 0.246  0.0122
14 H 3.622 -1.477 2.307  0.0669
15 H 1.520 -1.848 0.125  0.1048
16 H 2.369 -2.718 2.405  0.0721
17 H 0.529 2.144 -0.555  -0.0964
18 H 0.462 -0.092 1.378  -0.0655
19 H -1.471 0.648 -2.672  -0.0959
20 H 3.470 -2.776 1.061  0.0657
21 H 2.416 -0.365 0.490  0.1045
22 H -3.003 -1.091 0.476  -0.1231

Summary:
- Net charge: -1
- Energy relative to the best compared isomer or geometry (same formula, charge and spin): 0.00 kcal/mol
- Frontier orbital gap: 9.21 eV
- E_HOMO: -5.84 eV

7.
# C42H42BaO3P2

A structure of composition C42H42BaO3P2 (ωB97M-V with the def2-TZVPD basis set, the OMol25 dataset).

Last column: Löwdin charge in e.
Geometry (Å):
1 Ba -0.502 0.329 0.246  1.6342
2 P -1.636 -0.691 -2.473  0.8670
3 P 1.659 -0.098 -2.214  0.9208
4 O -0.720 -1.241 2.527  -0.1596
5 O -1.666 0.777 2.519  -0.2822
6 O -2.577 1.819 4.550  0.0407
7 C 5.556 -1.333 -1.657  -0.0825
8 C -1.469 -0.326 4.622  -0.0744
9 C -4.213 0.501 -2.695  -0.0838
10 C 3.091 4.262 -2.848  -0.0808
11 C 0.885 -0.743 -3.661  -0.3021
12 C -3.655 -4.244 -2.603  -0.0796
13 C 1.844 0.685 1.614  -0.4051
14 C 2.190 1.640 -2.451  -0.3739
15 C -2.145 0.869 6.659  -0.0214
16 C 0.349 1.917 -7.614  -0.1782
17 C 2.889 3.419 -3.947  -0.0758
18 C 1.127 -0.327 -6.776  -0.1141
19 C -3.588 -3.597 -0.270  -0.0680
20 C -1.688 -0.200 7.410  -0.0917
21 C 1.166 1.010 -6.760  -0.1100
22 C -2.888 -2.430 -0.600  -0.0831
23 C -3.973 -4.505 -1.267  -0.0754
24 C -1.076 1.424 -7.954  -0.1950
25 C 2.979 -2.333 -1.212  -0.0933
26 C -2.335 2.044 -2.527  -0.1255
27 C -2.819 0.712 -2.636  -0.3683
28 C -4.608 2.903 -2.595  -0.0805
29 C 5.387 -2.592 -1.074  -0.0823
30 C -1.264 -0.289 3.159  -0.6060
31 C -2.950 -3.088 -2.959  -0.0944
32 C 4.450 -0.562 -2.033  -0.0767
33 C -2.570 -2.164 -1.968  -0.3791
34 C -0.480 -0.892 -3.786  -0.3025
35 C -2.067 0.814 5.258  -0.2713
36 C 2.368 2.497 -1.343  -0.0923
37 C -3.228 3.121 -2.508  -0.0845
38 C -1.225 -1.373 6.790  -0.1000
39 C 3.153 -1.069 -1.821  -0.3589
40 C -1.850 0.834 -6.803  -0.0847
41 C -1.107 -1.544 -7.245  -0.1818
42 C 0.303 -1.130 -7.742  -0.1873
43 C -1.116 -1.438 5.397  -0.0203
44 C 4.096 -3.086 -0.842  -0.0804
45 C 2.824 3.800 -1.553  -0.0710
46 C 2.437 2.110 -3.745  -0.1008
47 C -5.090 1.592 -2.687  -0.0776
48 C -1.880 -0.472 -6.527  -0.1587
49 H -2.323 1.590 3.576  0.0577
50 H -2.504 1.539 -6.267  0.1120
51 H 1.653 -0.126 2.349  -0.0714
52 H 2.278 1.431 -4.583  0.0596
53 H 1.934 1.542 -6.206  0.0716
54 H -1.024 0.739 -8.810  0.0986
55 H 2.199 2.113 -0.321  0.0517
56 H 2.835 0.574 1.148  -0.0837
57 H -5.299 3.747 -2.567  0.1062
58 H 2.973 4.457 -0.692  0.1115
59 H 1.553 -1.109 -4.442  0.0513
60 H -0.994 -2.416 -6.574  0.1059
61 H 3.951 -4.059 -0.367  0.1066
62 H 3.442 5.280 -2.999  0.1020
63 H -2.542 -0.822 -5.725  0.0920
64 H -0.936 -2.228 7.411  0.0951
65 H -2.615 1.758 7.084  0.1160
66 H -2.690 -2.897 -4.005  0.0971
67 H -2.609 -1.727 0.205  0.0702
68 H 0.862 2.116 -8.575  0.1246
69 H 0.214 -0.628 -8.715  0.0995
70 H 0.282 2.890 -7.096  0.1134
71 H -1.250 2.232 -2.471  0.0969
72 H -1.650 -1.915 -8.139  0.1232
73 H 1.734 1.664 2.118  -0.0712
74 H -1.733 -0.125 8.487  0.0964
75 H 1.834 -0.925 -6.190  0.0927
76 H -0.775 -2.342 4.889  0.1163
77 H -4.503 -5.415 -0.994  0.1061
78 H 3.087 3.772 -4.962  0.1045
79 H -3.956 -4.947 -3.386  0.1069
80 H -0.900 -1.160 -4.757  0.0118
81 H 6.251 -3.187 -0.798  0.1012
82 H -4.606 -0.521 -2.743  0.1056
83 H 6.559 -0.934 -1.822  0.1048
84 H -6.166 1.417 -2.747  0.1072
85 H -1.622 2.300 -8.322  0.1093
86 H -3.831 -3.796 0.782  0.1170
87 H 0.855 -2.055 -7.964  0.1138
88 H 1.964 -2.704 -1.005  0.1070
89 H -2.839 4.141 -2.419  0.1105
90 H 4.587 0.439 -2.459  0.1049

Summary:
- Net charge: 0
- Energy relative to the best compared isomer or geometry (same formula, charge and spin): 0.00 kcal/mol
- Frontier orbital gap: 5.43 eV
- E_HOMO: -5.87 eV

8.
# C2H2O2S2

The molecule C2H2O2S2 (ωB97M-V with the def2-TZVPD basis set, the OMol25 dataset).

Last column: Löwdin charge in e.
Geometry (Å):
1 S 0.178 -1.329 1.988  0.7264
2 S -2.133 0.017 0.654  0.8112
3 O 0.278 1.266 -0.787  0.0660
4 O 1.524 -0.540 -0.648  0.1055
5 C -0.399 -0.385 0.794  -1.0728
6 C 0.468 0.166 -0.300  -0.6516
7 H 1.959 0.036 -1.318  0.1544
8 H -1.875 0.769 -0.384  -0.1392

Summary:
- Net charge: 0
- Energy relative to the best compared isomer or geometry (same formula, charge and spin): 5.30 kcal/mol
- Frontier orbital gap: 8.05 eV
- E_HOMO: -9.31 eV

no.,largest force on an atom (eV/A)
1,0.2
2,0.8
3,6.1
4,6.3
5,4.8
6,0.9
7,3.0
8,1.9